This record from the Open Molecules 2025 dataset describes 3 unconnected molecules or ions with the total composition C16H30FN3O10S in a non-equilibrium geometry. The level of theory is wB97M-V/def2-TZVPD.

Properties
Kohn-Sham gap ... 9.62 eV
Highest occupied orbital energy ... -0.34430 Ha
Structure (SMILES) ... CC(=O)N(C)CCCCN(OC#N)S(=O)(=O)F.CCOC(=O)OC.CCOC(=O)OC
LUMO ... 0.009 Eh

```
! RIJCOSX wB97M-V def2-TZVPD def2/J DEFGRID3
* xyz 0 1
C -0.978 0.551 2.264
C -2.267 1.298 2.554
O -3.044 0.816 3.345
N -2.608 2.521 1.910
C -2.124 2.608 0.529
C -2.309 3.703 2.725
C -0.993 3.707 3.502
C 0.263 3.743 2.633
C 1.381 4.433 3.397
N 2.668 4.468 2.636
O 2.651 3.624 1.499
C 2.623 4.375 0.440
N 2.605 5.054 -0.512
S 4.018 4.018 3.546
O 5.171 4.615 3.006
O 4.037 2.615 3.723
F 3.713 4.712 4.882
H -0.426 0.442 3.188
H -1.224 -0.452 1.939
H -0.389 0.992 1.470
H -2.919 3.044 -0.068
H -1.249 3.241 0.391
H -1.910 1.637 0.099
H -2.388 4.614 2.148
H -3.098 3.762 3.471
H -0.940 2.929 4.254
H -0.983 4.642 4.065
H 0.097 4.307 1.722
H 0.576 2.739 2.381
H 1.099 5.460 3.593
H 1.543 3.948 4.355
C 1.024 -1.765 -4.157
C 0.397 -0.498 -3.617
O 0.607 -0.355 -2.203
C 1.830 0.023 -1.841
O 2.746 0.269 -2.574
O 1.862 0.079 -0.508
C 3.147 0.394 0.037
H 0.666 -2.635 -3.604
H 0.779 -1.891 -5.212
H 2.108 -1.743 -4.060
H -0.683 -0.536 -3.752
H 0.759 0.387 -4.141
H 3.538 1.316 -0.390
H 3.842 -0.426 -0.135
H 3.016 0.527 1.107
C -1.030 -8.222 -3.093
C -2.045 -7.438 -3.897
O -2.818 -6.555 -3.070
C -2.192 -5.454 -2.669
O -1.066 -5.135 -2.943
O -3.025 -4.764 -1.891
C -2.447 -3.594 -1.309
H -1.520 -8.756 -2.278
H -0.516 -8.943 -3.730
H -0.284 -7.564 -2.651
H -2.763 -8.120 -4.349
H -1.574 -6.878 -4.705
H -2.017 -2.948 -2.071
H -1.688 -3.874 -0.581
H -3.249 -3.065 -0.802
*
```

Let us look at the natural (NBO) charges, expressed in e, one per atom: atom 1 (C): -0.744, atom 2 (C): 0.707, atom 3 (O): -0.545, atom 4 (N): -0.494, atom 5 (C): -0.420, atom 6 (C): -0.206, atom 7 (C): -0.420, atom 8 (C): -0.423, atom 9 (C): -0.238, atom 10 (N): -0.369, atom 11 (O): -0.339, atom 12 (C): 0.523, atom 13 (N): -0.345, atom 14 (S): 2.513, atom 15 (O): -0.876, atom 16 (O): -0.897, atom 17 (F): -0.450, atom 18 (H): 0.245, atom 19 (H): 0.250, atom 20 (H): 0.219, atom 21 (H): 0.208, atom 22 (H): 0.179, atom 23 (H): 0.211, atom 24 (H): 0.205, atom 25 (H): 0.217, atom 26 (H): 0.217, atom 27 (H): 0.208, atom 28 (H): 0.211, atom 29 (H): 0.224, atom 30 (H): 0.217, atom 31 (H): 0.209, atom 32 (C): -0.645, atom 33 (C): -0.070, atom 34 (O): -0.499, atom 35 (C): 0.981, atom 36 (O): -0.637, atom 37 (O): -0.505, atom 38 (C): -0.258, atom 39 (H): 0.224, atom 40 (H): 0.218, atom 41 (H): 0.226, atom 42 (H): 0.187, atom 43 (H): 0.194, atom 44 (H): 0.196, atom 45 (H): 0.194, atom 46 (H): 0.196, atom 47 (C): -0.640, atom 48 (C): -0.070, atom 49 (O): -0.492, atom 50 (C): 0.982, atom 51 (O): -0.653, atom 52 (O): -0.493, atom 53 (C): -0.256, atom 54 (H): 0.212, atom 55 (H): 0.218, atom 56 (H): 0.227, atom 57 (H): 0.191, atom 58 (H): 0.193, atom 59 (H): 0.193, atom 60 (H): 0.190, atom 61 (H): 0.197

---

This record from the Open Molecules 2025 dataset describes a molecular structure, C16H30FNO5P in a non-equilibrium geometry. The level of theory is wB97M-V/def2-TZVPD.

Properties
Kohn-Sham gap ... 8.30 eV
Highest occupied orbital energy ... -0.47969 Ha
LUMO ... -0.175 Eh

```
! RIJCOSX wB97M-V def2-TZVPD def2/J DEFGRID3
* xyz 1 1
C 2.341 -0.034 3.063
O 2.364 -1.423 3.246
C 1.721 -2.115 2.200
C 0.177 -2.100 2.333
C -0.442 -3.428 1.863
C -1.947 -3.374 1.562
C -2.352 -2.404 0.423
C -3.694 -1.689 0.743
C -3.838 -0.256 0.168
C -3.672 0.855 1.234
C -2.171 1.093 1.517
C -1.546 2.223 0.671
C -0.006 1.994 0.660
P 0.446 0.558 -0.346
O 1.478 0.972 -1.586
C 2.051 -0.163 -1.994
N 2.335 -1.178 -2.449
H 2.446 0.463 4.025
H 1.382 0.267 2.614
H 3.150 0.327 2.413
H 2.055 -3.149 2.269
H 2.044 -1.658 1.249
H -0.021 -2.002 3.404
H -0.245 -1.224 1.828
H 0.138 -3.850 1.035
H -0.311 -4.136 2.688
H -2.507 -3.210 2.483
H -2.222 -4.379 1.231
H -1.550 -1.712 0.146
H -2.546 -3.011 -0.464
H -4.508 -2.309 0.364
H -3.863 -1.627 1.821
H -4.868 -0.153 -0.186
H -3.179 -0.094 -0.692
H -4.193 1.765 0.932
H -4.120 0.535 2.176
H -1.973 1.300 2.570
H -1.651 0.163 1.251
H -1.920 2.233 -0.354
H -1.692 3.173 1.181
H 0.347 1.866 1.686
H 0.530 2.859 0.250
H -0.688 -0.025 -0.953
H 1.081 -0.476 0.378
C 3.242 1.963 -4.593
C 3.683 3.290 -4.028
O 4.322 3.895 -5.130
C 3.736 3.393 -6.260
O 3.839 3.858 -7.337
O 3.003 2.283 -5.961
F 4.577 3.133 -3.016
H 4.028 1.208 -4.524
H 2.339 1.582 -4.121
H 2.866 3.931 -3.686
*
```

Let us look at the natural (NBO) charges, expressed in e, one per atom: atom 1 (C): -0.246, atom 2 (O): -0.518, atom 3 (C): -0.044, atom 4 (C): -0.442, atom 5 (C): -0.399, atom 6 (C): -0.404, atom 7 (C): -0.385, atom 8 (C): -0.408, atom 9 (C): -0.396, atom 10 (C): -0.403, atom 11 (C): -0.391, atom 12 (C): -0.392, atom 13 (C): -0.758, atom 14 (P): 1.371, atom 15 (O): -0.681, atom 16 (C): 0.451, atom 17 (N): -0.249, atom 18 (H): 0.218, atom 19 (H): 0.119, atom 20 (H): 0.171, atom 21 (H): 0.217, atom 22 (H): 0.129, atom 23 (H): 0.238, atom 24 (H): 0.153, atom 25 (H): 0.202, atom 26 (H): 0.227, atom 27 (H): 0.208, atom 28 (H): 0.225, atom 29 (H): 0.144, atom 30 (H): 0.223, atom 31 (H): 0.227, atom 32 (H): 0.201, atom 33 (H): 0.229, atom 34 (H): 0.175, atom 35 (H): 0.219, atom 36 (H): 0.222, atom 37 (H): 0.227, atom 38 (H): 0.168, atom 39 (H): 0.217, atom 40 (H): 0.250, atom 41 (H): 0.290, atom 42 (H): 0.294, atom 43 (H): 0.046, atom 44 (H): 0.054, atom 45 (C): -0.126, atom 46 (C): 0.444, atom 47 (O): -0.484, atom 48 (C): 0.961, atom 49 (O): -0.520, atom 50 (O): -0.481, atom 51 (F): -0.328, atom 52 (H): 0.212, atom 53 (H): 0.179, atom 54 (H): 0.147

---

This record from the Open Molecules 2025 dataset describes a molecular structure, C16H30HgS5Sb in a non-equilibrium geometry. The level of theory is wB97M-V/def2-TZVPD.

Properties
Kohn-Sham gap (spin up / spin down) ... 7.47 / 5.33 eV
Highest occupied orbital energy (spin up / spin down) ... -0.28925 / -0.29024 Ha
LUMO (spin up / spin down) ... -0.015 / -0.094 Eh
⟨S²⟩ ... 0.79

```
! RIJCOSX wB97M-V def2-TZVPD def2/J DEFGRID3
* xyz 0 2
Hg -3.398 1.071 2.730
C -0.590 -2.117 3.140
S -0.543 -2.104 4.965
C -1.086 -0.547 5.310
C -0.644 0.687 4.724
S 0.786 0.948 3.874
S -1.453 2.048 5.507
C -2.648 1.201 6.437
S -3.743 2.011 7.313
S -2.428 -0.456 6.420
H -0.397 -3.158 2.874
H 0.145 -1.510 2.635
H -1.638 -1.867 2.735
C 2.716 0.426 0.715
C 2.149 0.820 -0.696
C 2.891 0.099 -1.767
C 2.475 2.311 -0.901
Sb -0.005 0.340 -0.475
C -0.963 1.499 -2.144
C -0.112 1.510 -3.443
C -2.319 0.747 -2.425
C -1.228 2.899 -1.609
C -0.105 -1.853 -1.154
C -1.437 -2.421 -0.677
C 0.960 -2.717 -0.418
C 0.063 -1.945 -2.669
H 3.813 0.448 0.589
H 2.450 -0.603 0.834
H 2.306 0.990 1.490
H 3.932 0.339 -1.620
H 2.718 0.411 -2.772
H 2.723 -0.977 -1.808
H 3.550 2.394 -0.827
H 1.960 2.928 -0.114
H 2.071 2.823 -1.759
H 0.217 0.435 -3.619
H 0.846 2.119 -3.380
H -0.761 1.854 -4.282
H -2.173 -0.324 -2.711
H -2.848 1.353 -3.198
H -2.922 0.841 -1.542
H -0.325 3.416 -1.366
H -1.903 2.841 -0.720
H -1.706 3.455 -2.411
H -1.671 -2.347 0.380
H -1.501 -3.392 -0.920
H -2.302 -1.941 -1.187
H 0.985 -2.700 0.727
H 1.958 -2.522 -0.809
H 0.836 -3.794 -0.715
H -0.840 -1.581 -3.123
H 0.191 -2.988 -3.088
H 0.947 -1.398 -3.049
*
```

Let us look at the natural (NBO) charges, expressed in e, one per atom: atom 1 (Hg): 0.012, atom 2 (C): -0.752, atom 3 (S): 0.371, atom 4 (C): -0.407, atom 5 (C): -0.433, atom 6 (S): 0.056, atom 7 (S): 0.470, atom 8 (C): -0.626, atom 9 (S): 0.032, atom 10 (S): 0.555, atom 11 (H): 0.235, atom 12 (H): 0.246, atom 13 (H): 0.236, atom 14 (C): -0.624, atom 15 (C): -0.306, atom 16 (C): -0.643, atom 17 (C): -0.635, atom 18 (Sb): 1.011, atom 19 (C): -0.278, atom 20 (C): -0.651, atom 21 (C): -0.641, atom 22 (C): -0.645, atom 23 (C): -0.282, atom 24 (C): -0.632, atom 25 (C): -0.644, atom 26 (C): -0.646, atom 27 (H): 0.202, atom 28 (H): 0.203, atom 29 (H): 0.218, atom 30 (H): 0.201, atom 31 (H): 0.213, atom 32 (H): 0.204, atom 33 (H): 0.207, atom 34 (H): 0.207, atom 35 (H): 0.210, atom 36 (H): 0.214, atom 37 (H): 0.212, atom 38 (H): 0.206, atom 39 (H): 0.208, atom 40 (H): 0.205, atom 41 (H): 0.211, atom 42 (H): 0.211, atom 43 (H): 0.215, atom 44 (H): 0.205, atom 45 (H): 0.210, atom 46 (H): 0.201, atom 47 (H): 0.203, atom 48 (H): 0.211, atom 49 (H): 0.208, atom 50 (H): 0.207, atom 51 (H): 0.209, atom 52 (H): 0.206, atom 53 (H): 0.214

---

This record from the Open Molecules 2025 dataset describes a molecular structure, C16H30IN4O4ReS3Si4. The level of theory is wB97M-V/def2-TZVPD.

Properties
Kohn-Sham gap (spin up / spin down) ... 5.85 / 5.59 eV
Highest occupied orbital energy (spin up / spin down) ... -0.14573 / -0.13606 Ha
LUMO (spin up / spin down) ... 0.069 / 0.069 Eh
⟨S²⟩ ... 0.76

```
! RIJCOSX wB97M-V def2-TZVPD def2/J DEFGRID3
* xyz -1 2
Re 1.391 0.543 2.390
S 2.176 1.392 4.375
C 1.098 2.704 4.756
C 1.231 3.317 6.041
N 1.354 3.805 7.078
C 0.192 3.171 3.837
S 0.103 2.457 2.245
C -0.645 4.296 4.106
N -1.344 5.194 4.287
O 1.193 -0.627 0.349
S 2.788 -0.677 0.641
O 3.440 -1.377 -0.421
O 2.753 -1.318 1.966
O 3.104 0.752 0.794
I -2.763 -3.564 4.406
C -1.666 -1.840 4.162
C -1.874 -0.626 4.772
N -0.915 0.199 4.307
N -0.122 -0.406 3.418
C -0.552 -1.666 3.327
H -2.596 -0.301 5.499
H -0.771 1.187 4.491
H -0.046 -2.369 2.688
C 2.717 -1.661 -3.551
Si 1.133 -2.067 -2.632
C -0.220 -2.350 -3.919
C 1.358 -3.652 -1.651
Si 0.380 -0.365 -1.174
Si -1.876 -0.732 -0.644
C -2.889 -0.321 -2.179
C -2.499 0.326 0.770
C -2.146 -2.542 -0.208
Si 0.630 1.792 -2.082
C 0.252 1.540 -3.916
C 2.356 2.482 -1.887
C -0.643 2.990 -1.409
H 2.989 -2.506 -4.190
H 3.530 -1.482 -2.848
H 2.610 -0.783 -4.191
H 0.119 -3.086 -4.654
H -0.464 -1.433 -4.459
H -1.136 -2.731 -3.463
H 1.594 -4.478 -2.328
H 0.457 -3.918 -1.096
H 2.180 -3.537 -0.944
H -2.809 0.731 -2.458
H -3.944 -0.528 -1.976
H -2.587 -0.922 -3.038
H -2.288 1.388 0.639
H -2.040 0.020 1.711
H -3.582 0.198 0.867
H -1.934 -3.203 -1.051
H -3.193 -2.685 0.079
H -1.528 -2.854 0.637
H 0.983 0.883 -4.391
H 0.285 2.505 -4.431
H -0.742 1.115 -4.074
H 3.109 1.786 -2.265
H 2.583 2.668 -0.837
H 2.443 3.420 -2.443
H -1.661 2.617 -1.538
H -0.569 3.942 -1.944
H -0.488 3.185 -0.347
*
```

Let us look at the natural (NBO) charges, expressed in e, one per atom: atom 1 (Re): 0.493, atom 2 (S): 0.028, atom 3 (C): -0.364, atom 4 (C): 0.283, atom 5 (N): -0.354, atom 6 (C): -0.393, atom 7 (S): -0.052, atom 8 (C): 0.283, atom 9 (N): -0.359, atom 10 (O): -1.078, atom 11 (S): 2.543, atom 12 (O): -0.945, atom 13 (O): -0.933, atom 14 (O): -0.929, atom 15 (I): 0.166, atom 16 (C): -0.296, atom 17 (C): -0.073, atom 18 (N): -0.311, atom 19 (N): -0.214, atom 20 (C): -0.096, atom 21 (H): 0.234, atom 22 (H): 0.458, atom 23 (H): 0.236, atom 24 (C): -1.110, atom 25 (Si): 1.255, atom 26 (C): -1.109, atom 27 (C): -1.111, atom 28 (Si): 0.470, atom 29 (Si): 1.242, atom 30 (C): -1.105, atom 31 (C): -1.106, atom 32 (C): -1.104, atom 33 (Si): 1.243, atom 34 (C): -1.103, atom 35 (C): -1.108, atom 36 (C): -1.114, atom 37 (H): 0.227, atom 38 (H): 0.264, atom 39 (H): 0.228, atom 40 (H): 0.231, atom 41 (H): 0.234, atom 42 (H): 0.229, atom 43 (H): 0.228, atom 44 (H): 0.233, atom 45 (H): 0.260, atom 46 (H): 0.235, atom 47 (H): 0.234, atom 48 (H): 0.234, atom 49 (H): 0.257, atom 50 (H): 0.244, atom 51 (H): 0.230, atom 52 (H): 0.230, atom 53 (H): 0.235, atom 54 (H): 0.239, atom 55 (H): 0.230, atom 56 (H): 0.234, atom 57 (H): 0.231, atom 58 (H): 0.241, atom 59 (H): 0.269, atom 60 (H): 0.228, atom 61 (H): 0.228, atom 62 (H): 0.233, atom 63 (H): 0.267